Record 1
20
Properties=species:S:1:pos:R:3 method="wB97M-V/def2-TZVPD" relative_energy_kj_mol=84.92 smiles=C[C@H]1N(C)C1(C)C homo_lumo_gap_ev=9.86 homo_ev=-8.75
C 0.940 -0.971 1.906
C 0.746 0.011 0.761
N 0.560 -0.611 -0.538
C 1.309 -0.130 -1.678
C -0.525 0.212 -0.017
C -0.869 1.521 -0.729
C -1.788 -0.536 0.357
H 1.989 -1.295 1.932
H 0.698 -0.557 2.891
H 0.339 -1.871 1.748
H 1.404 0.885 0.810
H 0.831 -0.507 -2.588
H 1.364 0.965 -1.749
H 2.330 -0.519 -1.639
H -1.578 2.108 -0.138
H -0.033 2.181 -0.979
H -1.369 1.272 -1.676
H -1.572 -1.565 0.652
H -2.466 -0.566 -0.504
H -2.309 -0.029 1.178

***

Record 2
20
Properties=species:S:1:pos:R:3 method="wB97M-V/def2-TZVPD" relative_energy_kj_mol=364.38 homo_lumo_gap_ev=10.15 homo_ev=-8.89
C 3.064 -0.019 -0.276
C 1.726 -0.746 -0.326
C 0.645 0.124 0.290
N -0.649 -0.316 0.111
C -1.308 0.037 -1.074
C -1.835 0.492 0.264
C -2.921 -0.125 1.126
H 3.373 0.158 0.762
H 2.974 0.954 -0.771
H 3.851 -0.593 -0.770
H 1.415 -0.933 -1.361
H 1.816 -1.737 0.149
H 0.520 1.314 -0.788
H 0.830 0.428 1.336
H -1.774 -0.748 -1.693
H -0.448 0.987 -1.454
H -1.693 1.568 0.409
H -3.906 0.278 0.874
H -2.944 -1.213 1.004
H -2.733 0.090 2.190

***

Record 3
20
Properties=species:S:1:pos:R:3 method="wB97M-V/def2-TZVPD" relative_energy_kj_mol=192.96 smiles="CCC(=CN)CC" homo_lumo_gap_ev=8.85 homo_ev=-7.84
C 1.970 1.214 -0.346
C 1.177 0.658 0.882
C -0.067 -0.075 0.422
C -1.190 0.688 0.245
N -1.405 2.089 0.374
C -0.302 -1.592 0.407
C -0.985 -2.335 -0.833
H 1.566 2.187 -0.721
H 2.974 1.324 -0.397
H 1.701 0.636 -1.291
H 1.932 -0.070 1.362
H 0.983 1.626 1.649
H -2.117 0.168 -0.097
H -2.016 2.557 -0.310
H -0.629 2.554 0.516
H 0.643 -2.201 0.442
H -0.809 -1.893 1.280
H -0.651 -1.838 -1.749
H -2.091 -2.269 -0.901
H -0.682 -3.429 -0.934

***

Record 4
20
Properties=species:S:1:pos:R:3 method="wB97M-V/def2-TZVPD" relative_energy_kj_mol=294.66 smiles="C/C=C/C[C@@H](C)N" homo_lumo_gap_ev=8.99 homo_ev=-8.00
C -2.274 1.216 1.327
C -1.454 1.429 0.014
C -1.174 0.407 -0.908
C 0.148 -0.016 -1.304
C 0.872 -0.768 -0.054
C 1.956 -1.674 -0.614
N 1.202 0.176 1.010
H -3.166 1.911 1.374
H -2.958 0.309 1.545
H -1.584 1.341 2.159
H -0.627 2.103 0.257
H -2.060 0.082 -1.556
H 0.246 -0.739 -2.196
H 0.785 0.924 -1.607
H -0.042 -1.405 0.373
H 2.847 -1.113 -0.933
H 2.318 -2.446 0.107
H 1.636 -2.423 -1.388
H 1.645 -0.299 1.728
H 1.684 0.986 0.667

***

Record 5
20
Properties=species:S:1:pos:R:3 method="wB97M-V/def2-TZVPD" relative_energy_kj_mol=85.74 smiles=CCCN1C[C@H]1C homo_lumo_gap_ev=10.33 homo_ev=-9.08
C 2.984 -0.353 -0.077
C 1.498 -0.692 -0.096
C 0.633 0.406 -0.706
N -0.756 -0.016 -0.666
C -1.794 0.969 -0.894
C -1.536 0.433 0.469
C -2.382 -0.588 1.183
H 3.185 0.531 0.538
H 3.356 -0.148 -1.088
H 3.570 -1.183 0.331
H 1.322 -1.611 -0.667
H 1.143 -0.891 0.924
H 0.920 0.576 -1.752
H 0.789 1.362 -0.168
H -2.643 0.625 -1.484
H -1.496 2.002 -1.086
H -1.031 1.144 1.131
H -3.207 -0.119 1.730
H -2.790 -1.313 0.473
H -1.764 -1.136 1.904

***

Record 6
20
Properties=species:S:1:pos:R:3 method="wB97M-V/def2-TZVPD" relative_energy_kj_mol=168.80 smiles="CCCC/C=C/N" homo_lumo_gap_ev=9.00 homo_ev=-7.85
C -1.059 -1.902 -1.080
C 0.193 -1.804 -0.190
C -0.151 -1.140 1.155
C -0.494 0.413 1.155
C 0.616 1.241 0.708
C 0.384 2.209 -0.211
N 1.471 2.911 -0.800
H -0.880 -2.350 -2.127
H -1.428 -0.875 -1.142
H -1.820 -2.438 -0.572
H 0.844 -1.123 -0.643
H 0.626 -2.803 -0.087
H -1.121 -1.684 1.184
H 0.512 -1.381 1.969
H -0.920 0.604 2.082
H -1.428 0.516 0.462
H 1.597 1.236 1.102
H -0.677 2.660 -0.380
H 2.419 2.427 -0.796
H 1.317 3.283 -1.790

***

Record 7
20
Properties=species:S:1:pos:R:3 method="wB97M-V/def2-TZVPD" relative_energy_kj_mol=156.04 smiles="CCCC/C=C/N" homo_lumo_gap_ev=9.17 homo_ev=-8.05
C 2.338 -0.080 0.879
C 1.507 1.204 1.335
C 0.034 0.859 1.521
C -0.775 0.959 0.243
C -0.538 -0.039 -0.800
C -1.484 -0.944 -1.142
N -1.291 -1.988 -2.074
H 3.174 -0.298 1.588
H 1.601 -0.887 0.840
H 2.799 -0.056 -0.126
H 2.021 1.473 2.262
H 1.635 1.999 0.591
H -0.396 1.653 2.149
H -0.177 -0.058 2.127
H -1.847 1.115 0.343
H -0.658 2.034 -0.059
H -0.024 0.136 -1.765
H -2.452 -0.982 -0.626
H -0.736 -1.759 -2.885
H -2.212 -2.356 -2.263

***

Record 8
20
Properties=species:S:1:pos:R:3 method="wB97M-V/def2-TZVPD" relative_energy_kj_mol=15.76 smiles=CC#N.CCCC homo_lumo_gap_ev=11.97 homo_ev=-11.22
C -0.731 -2.490 2.187
C -0.793 -2.655 0.739
N -0.843 -2.787 -0.422
H -1.111 -1.495 2.476
H 0.310 -2.584 2.539
H -1.342 -3.259 2.687
C 1.502 0.711 0.780
C 0.259 1.184 0.026
C 0.385 0.998 -1.484
C -0.858 1.470 -2.238
H 1.382 0.857 1.867
H 2.386 1.278 0.444
H 1.677 -0.360 0.587
H -0.625 0.620 0.382
H 0.083 2.255 0.240
H 1.269 1.562 -1.840
H 0.561 -0.074 -1.698
H -1.033 2.542 -2.044
H -1.742 0.903 -1.902
H -0.738 1.324 -3.325

***

Record 9
20
Properties=species:S:1:pos:R:3 method="wB97M-V/def2-TZVPD" relative_energy_kj_mol=113.82 smiles="C/C=N/C.C=CC" homo_lumo_gap_ev=10.67 homo_ev=-9.50
C -1.569 1.637 0.320
C -1.531 0.151 0.492
N -1.484 -0.646 -0.491
C -1.452 -2.064 -0.202
H -2.470 2.054 0.787
H -0.699 2.097 0.803
H -1.560 1.892 -0.742
H -1.543 -0.223 1.531
H -0.561 -2.507 -0.663
H -1.445 -2.298 0.875
H -2.323 -2.545 -0.662
C 1.440 1.111 -1.257
C 2.124 0.749 -0.175
C 2.010 -0.588 0.500
H 1.566 2.093 -1.705
H 0.713 0.445 -1.720
H 2.829 1.454 0.268
H 2.981 -1.098 0.525
H 1.676 -0.484 1.540
H 1.297 -1.232 -0.024

***

Record 10
20
Properties=species:S:1:pos:R:3 method="wB97M-V/def2-TZVPD" relative_energy_kj_mol=85.38 smiles=CCN1CCCC1 homo_lumo_gap_ev=9.44 homo_ev=-8.29
C -0.726 2.071 -1.636
C -1.109 0.924 -0.800
N -0.019 0.503 0.164
C -0.599 -0.332 1.228
C 0.519 -1.352 1.544
C 0.928 -1.690 0.123
C 1.113 -0.253 -0.383
H -1.282 2.117 -2.577
H -0.903 3.067 -1.203
H 0.282 2.113 -2.036
H -1.534 0.046 -1.321
H -1.847 1.070 0.009
H -0.921 0.266 2.086
H -1.480 -0.913 0.934
H 1.238 -0.826 2.156
H 0.195 -2.209 2.141
H 1.723 -2.435 0.035
H 0.086 -2.060 -0.494
H 2.032 0.173 0.026
H 1.173 -0.177 -1.479

***

Record 11
20
Properties=species:S:1:pos:R:3 method="wB97M-V/def2-TZVPD" relative_energy_kj_mol=97.96 smiles="CCC/C=C(/C)N" homo_lumo_gap_ev=9.65 homo_ev=-8.69
C 1.565 -1.702 0.086
C 2.049 -0.344 -0.420
C 1.287 0.905 0.032
C -0.121 0.943 -0.481
C -1.217 0.538 0.153
C -2.559 0.490 -0.549
N -1.067 -0.458 1.217
H 1.282 -1.873 1.120
H 0.696 -2.010 -0.493
H 2.328 -2.441 -0.193
H 3.129 -0.244 -0.288
H 2.008 -0.462 -1.514
H 1.950 1.736 -0.217
H 1.266 0.852 1.119
H -0.260 1.653 -1.294
H -2.858 1.455 -0.934
H -3.343 0.129 0.089
H -2.498 -0.226 -1.367
H -1.344 -0.018 2.087
H -1.711 -1.219 1.046